No. 1
128
Properties=species:S:1:pos:R:3 method="wB97M-V/def2-TZVPD" orbital_gap_ev=9.32 homo_energy_ev=-8.922 e_tot_ev=-61747.3055 lumo_energy_ha=0.015
C -2.57 -2.29 3.55
C -1.64 -3.21 2.79
O -2.08 -4.54 2.74
H -2.26 -1.25 3.46
H -2.59 -2.48 4.62
H -3.61 -2.35 3.20
H -0.63 -3.12 3.18
H -1.58 -2.79 1.78
H -1.35 -5.14 2.91
C -0.51 0.62 1.93
C -0.58 0.49 0.44
O 0.48 -0.29 -0.10
H 0.55 0.64 2.19
H -0.86 -0.31 2.37
H -0.94 1.52 2.37
H -0.48 1.47 -0.02
H -1.56 0.17 0.06
H 0.65 -0.04 -1.03
C 2.97 -1.89 2.25
O 3.83 -2.39 2.98
N 2.06 -2.60 1.56
N 2.84 -0.58 2.16
H 1.28 -2.16 1.08
H 1.94 -3.58 1.77
H 3.46 0.04 2.68
H 1.99 -0.29 1.72
C 1.29 -0.32 -4.84
C 1.45 -0.54 -3.34
C 2.90 -0.96 -3.00
O 3.34 -2.05 -3.77
C 4.76 -2.16 -3.75
N 1.03 0.70 -2.69
H 1.49 -1.32 -5.23
H 2.01 0.39 -5.26
H 0.29 -0.02 -5.17
H 0.69 -1.28 -3.09
H 3.02 -1.19 -1.94
H 3.52 -0.09 -3.24
H 4.97 -3.14 -4.17
H 5.21 -2.08 -2.76
H 5.27 -1.38 -4.33
H 0.31 1.13 -3.26
H 1.69 1.46 -2.81
C -1.93 -2.40 -4.14
C -2.73 -1.44 -3.22
C -3.67 -0.51 -3.99
O -2.91 0.25 -4.94
C -3.67 1.38 -5.40
N -3.46 -2.17 -2.17
H -2.62 -3.02 -4.72
H -1.41 -3.12 -3.52
H -1.27 -1.92 -4.87
H -2.04 -0.80 -2.66
H -4.16 0.14 -3.26
H -4.39 -1.13 -4.54
H -4.60 1.00 -5.81
H -3.03 1.82 -6.17
H -3.83 2.11 -4.61
H -2.95 -2.99 -1.87
H -4.35 -2.48 -2.55
C 4.16 3.62 2.49
C 4.33 2.69 3.71
C 3.06 2.45 4.55
O 2.52 3.68 5.01
C 1.39 3.51 5.87
N 4.78 1.39 3.21
H 3.61 4.53 2.70
H 3.65 3.21 1.61
H 5.13 3.98 2.14
H 5.04 3.09 4.44
H 3.28 1.84 5.42
H 2.34 1.93 3.91
H 0.54 3.11 5.32
H 1.31 4.49 6.34
H 1.67 2.85 6.70
H 5.60 1.49 2.62
H 4.93 0.80 4.02
C -2.49 4.16 2.02
C -1.38 4.27 3.05
C 0.05 4.38 2.48
O -0.01 5.31 1.40
C 1.32 5.51 0.96
N -1.64 5.49 3.91
H -3.43 4.03 2.56
H -2.35 3.34 1.31
H -2.64 5.13 1.54
H -1.39 3.43 3.74
H 0.42 3.37 2.27
H 0.60 4.80 3.33
H 1.48 6.16 0.10
H 1.71 4.55 0.59
H 1.89 5.96 1.78
H -2.64 5.44 4.08
H -1.55 6.29 3.30
C -4.48 0.16 1.30
C -5.08 1.42 0.64
C -4.59 1.72 -0.77
O -3.25 2.09 -0.70
C -2.66 2.49 -1.93
N -6.53 1.31 0.67
H -4.64 -0.67 0.60
H -4.90 0.04 2.29
H -3.39 0.24 1.36
H -4.86 2.31 1.24
H -5.28 2.48 -1.15
H -4.67 0.80 -1.36
H -3.31 3.24 -2.38
H -2.46 1.72 -2.69
H -1.67 2.91 -1.71
H -6.93 2.25 0.70
H -6.85 1.09 1.61
C 0.97 -3.95 -1.56
C 2.32 -4.77 -1.38
C 2.29 -5.92 -2.40
O 3.53 -6.61 -2.40
C 3.60 -7.64 -1.43
N 3.43 -3.79 -1.49
H 1.07 -3.00 -1.05
H 0.14 -4.56 -1.19
H 0.75 -3.83 -2.62
H 2.41 -5.10 -0.35
H 2.20 -5.48 -3.39
H 1.50 -6.61 -2.10
H 4.60 -8.00 -1.22
H 2.91 -8.46 -1.63
H 3.24 -7.25 -0.47
H 3.15 -3.26 -2.32
H 3.18 -3.16 -0.73

No. 2
90
Properties=species:S:1:pos:R:3 method="wB97M-V/def2-TZVPD" orbital_gap_ev="4.89 / 4.94" homo_energy_ev="-19.050 / -19.245" e_tot_ev=-141665.6760 lumo_energy_ha="-0.520 / -0.526" charge=+4
N -5.09 1.74 -3.41
C -5.01 2.63 -2.42
C -3.86 2.76 -1.64
C -2.74 1.97 -1.93
C -2.83 1.04 -2.99
C -4.05 0.97 -3.69
C -1.52 2.21 -1.14
Sn -0.13 0.61 -0.52
P 2.20 -0.17 -0.60
C -0.22 2.40 -1.79
C 0.72 3.42 -1.29
C 1.95 3.58 -1.96
C 3.01 4.15 -1.35
C 2.94 4.55 0.09
C 1.53 4.72 0.57
C 0.50 4.14 -0.08
Br 3.75 3.28 1.22
H -1.74 2.81 -0.25
H -0.09 2.13 -2.85
H -3.82 3.49 -0.83
H -2.01 0.40 -3.31
H -5.89 3.25 -2.22
H -4.18 0.24 -4.50
H 2.05 3.15 -2.96
H -0.51 4.16 0.34
H 3.98 4.24 -1.83
H 1.40 5.23 1.52
P -1.48 -2.08 -1.11
C 3.67 0.74 -0.45
C 4.53 1.13 -1.57
H 4.14 0.79 0.54
H 3.53 5.46 0.24
H 4.85 2.18 -1.48
H 5.45 0.53 -1.59
H 4.01 1.02 -2.54
C 2.20 -0.88 -2.31
C 3.37 -1.82 -2.61
H 2.22 -0.04 -3.03
H 1.26 -1.40 -2.46
H 3.32 -2.14 -3.66
H 4.34 -1.31 -2.47
H 3.35 -2.72 -1.98
C 2.25 -1.58 0.61
C 3.61 -1.90 1.21
H 1.84 -2.48 0.10
H 1.54 -1.31 1.40
H 3.52 -2.75 1.89
H 4.36 -2.17 0.45
H 4.00 -1.05 1.79
C -1.22 -3.03 0.47
C -1.50 -4.53 0.45
H -1.85 -2.51 1.21
H -0.17 -2.84 0.76
H -2.58 -4.75 0.40
H -1.00 -5.04 -0.38
H -1.12 -4.96 1.38
C -0.48 -3.11 -2.29
C -0.51 -2.55 -3.71
H -0.90 -4.13 -2.28
H 0.54 -3.18 -1.89
H -1.41 -2.87 -4.24
H -0.47 -1.46 -3.75
H 0.35 -2.94 -4.28
C -3.16 -2.73 -1.62
C -4.29 -2.52 -0.62
H -3.03 -3.80 -1.84
H -3.38 -2.22 -2.57
H -5.22 -2.33 -1.18
H -4.47 -3.41 -0.01
H -4.13 -1.67 0.05
C 1.31 2.44 4.42
C -0.15 2.06 4.28
N -0.35 1.34 3.01
C -1.40 0.49 2.85
S -2.24 0.42 1.36
N -1.76 -0.31 3.89
C -0.70 -1.12 4.54
C -1.33 -2.08 5.54
H 1.96 1.56 4.31
H 1.48 2.88 5.41
H 1.60 3.18 3.66
H -0.49 1.42 5.09
H -0.79 2.96 4.28
H -0.19 1.92 2.19
H -2.62 -0.83 3.71
H -0.13 -1.69 3.78
H 0.00 -0.44 5.04
H -1.91 -2.86 5.03
H -0.53 -2.57 6.10
H -1.98 -1.55 6.25

No. 3
17
Properties=species:S:1:pos:R:3 method="wB97M-V/def2-TZVPD" spin_multiplicity=2 orbital_gap_ev="7.00 / 6.96" homo_energy_ev="-14.723 / -14.681" e_tot_ev=-10902.8356 lumo_energy_ha="-0.284 / -0.284" charge=+1
O 0.17 0.68 -1.60
C -0.95 1.42 -1.00
O -2.11 0.83 -1.12
C -0.45 1.27 0.51
C -0.68 -0.06 1.14
C 0.24 -1.14 0.74
C 2.36 -1.95 0.38
N 1.48 -1.23 1.10
H -0.96 2.44 -1.39
H 0.50 1.62 0.78
H -1.13 1.99 0.99
H -1.69 -0.29 0.95
H -0.45 0.11 2.27
H 0.59 0.13 -0.90
H -0.13 -2.08 0.37
H 1.98 -2.63 -0.41
H 3.33 -1.99 0.76

No. 4
33
Properties=species:S:1:pos:R:3 method="wB97M-V/def2-TZVPD" orbital_gap_ev="4.47 / 4.47" homo_energy_ev="-4.225 / -4.226" e_tot_ev=-130559.4721 lumo_energy_ha="0.009 / 0.009" charge=-1
Mo -0.38 -0.73 -0.84
S -0.60 3.84 1.50
Sb -2.00 2.10 1.83
S 0.10 1.60 -1.26
S -1.81 1.10 -1.19
S -2.58 1.79 3.99
C 2.91 -4.36 0.78
O 1.55 -4.06 0.52
C 1.19 -2.77 0.23
O 0.31 -2.69 -0.77
N 2.35 -1.92 -0.06
N 1.82 -0.64 -0.48
H 2.95 -5.43 0.93
H 3.27 -3.87 1.69
H 3.54 -4.09 -0.06
H 2.87 -1.77 0.79
H 2.30 -0.36 -1.32
H 1.93 0.06 0.25
Cl -1.75 -3.89 1.50
C -1.87 -2.15 1.29
Cl -2.86 -1.43 2.54
Cl -2.67 -1.85 -0.35
C -0.51 -1.45 1.11
O 0.57 -2.22 1.47
O -0.46 -0.15 1.20
C -1.54 1.61 -5.01
O -1.21 0.58 -4.09
C -0.30 -0.33 -4.44
S 0.34 -0.45 -5.96
S 0.09 -1.46 -3.18
H -2.16 1.23 -5.82
H -0.64 2.05 -5.43
H -2.09 2.34 -4.41

No. 5
80
Properties=species:S:1:pos:R:3 method="wB97M-V/def2-TZVPD" orbital_gap_ev=5.94 homo_energy_ev=-8.846 e_tot_ev=-83826.7975 lumo_energy_ha=-0.107 charge=+1
Ir 0.10 -0.05 0.21
S 1.93 -0.22 1.62
C 1.57 0.81 3.00
C 2.36 0.73 4.15
C 2.11 1.57 5.22
C 1.10 2.52 5.14
C 0.32 2.60 4.00
C 0.55 1.73 2.93
S -0.44 1.83 1.48
H 3.16 0.00 4.19
H 2.73 1.50 6.11
H 0.92 3.20 5.96
H -0.46 3.34 3.91
O -2.05 -4.31 5.18
C -2.76 -4.30 3.95
C -2.14 -3.26 3.06
C -1.56 -2.12 3.60
C -0.98 -1.20 2.75
N -0.98 -1.35 1.42
C -1.54 -2.45 0.88
C -2.12 -3.42 1.68
C -1.45 -2.57 -0.58
C -2.12 -3.52 -1.33
C -1.96 -3.53 -2.70
C -2.67 -4.54 -3.56
O -3.65 -5.20 -2.79
C -1.13 -2.57 -3.28
C -0.51 -1.65 -2.46
N -0.67 -1.66 -1.14
H -2.38 -5.03 5.73
H -3.81 -4.02 4.11
H -2.74 -5.27 3.46
H -1.53 -1.97 4.67
H -0.52 -0.30 3.13
H -2.53 -4.32 1.24
H -2.79 -4.24 -0.88
H -1.92 -5.25 -3.94
H -3.10 -4.03 -4.42
H -4.13 -5.82 -3.35
H -0.98 -2.53 -4.35
H 0.11 -0.87 -2.87
C -3.78 3.20 -2.30
N -2.45 2.59 -2.31
C -1.42 3.09 -3.21
C -2.12 1.60 -1.48
C -3.15 1.06 -0.54
O -0.95 1.15 -1.51
H -3.77 4.06 -2.97
H -4.05 3.54 -1.31
H -4.54 2.51 -2.66
H -1.85 3.84 -3.87
H -1.02 2.27 -3.81
H -0.60 3.53 -2.65
H -4.15 1.05 -0.97
H -3.16 1.66 0.37
H -2.87 0.05 -0.25
O 1.77 0.10 -1.30
S 2.15 0.95 -2.51
C 2.40 -0.24 -3.81
C 2.04 0.09 -5.11
C 2.18 -0.85 -6.12
C 2.66 -2.11 -5.82
C 3.03 -2.44 -4.51
C 2.90 -1.50 -3.50
C 3.87 1.37 -2.24
C 4.46 1.02 -1.04
C 5.78 1.40 -0.81
C 6.47 2.11 -1.78
C 5.86 2.45 -2.98
C 4.55 2.09 -3.22
H 1.65 1.08 -5.33
H 1.89 -0.60 -7.13
H 2.76 -2.85 -6.60
H 3.41 -3.42 -4.28
H 3.16 -1.74 -2.48
H 3.89 0.47 -0.30
H 6.25 1.14 0.12
H 7.50 2.41 -1.59
H 6.41 3.01 -3.73
H 4.07 2.35 -4.15

No. 6
5
Properties=species:S:1:pos:R:3 method="wB97M-V/def2-TZVPD" orbital_gap_ev=9.61 homo_energy_ev=-10.038 e_tot_ev=-81911.6655 lumo_energy_ha=-0.016
C 0.05 0.04 0.09
F 0.26 0.10 1.40
Br 0.00 -1.80 -0.49
I -1.67 1.14 -0.47
H 1.36 0.52 -0.53

No. 7
52
Properties=species:S:1:pos:R:3 method="wB97M-V/def2-TZVPD" orbital_gap_ev=8.31 homo_energy_ev=-5.921 e_tot_ev=-35841.7331 lumo_energy_ha=0.088 charge=-1
N -0.04 0.88 -0.81
C -0.80 0.79 0.42
O -0.39 -0.04 1.48
H 0.94 1.16 -0.81
H -0.11 0.24 -1.57
H -0.92 1.83 0.76
H -1.72 0.28 0.08
H -0.35 -3.73 0.30
H 0.81 -4.30 -0.55
O -0.10 -4.48 -0.30
H -2.14 -0.18 -3.51
H -3.11 0.64 -2.67
O -2.19 0.63 -2.99
H -3.63 -2.13 -1.31
H -2.13 -1.69 -1.72
O -2.90 -2.27 -1.93
H 3.52 -1.96 0.05
H 4.39 -0.65 -0.08
O 4.43 -1.61 -0.09
H -2.42 3.45 -0.70
H -3.21 2.61 0.28
O -2.69 3.42 0.25
H 2.86 0.42 2.46
H 2.12 1.01 3.55
O 3.03 1.11 3.12
H 0.88 2.65 1.40
H 2.21 2.17 2.04
O 1.66 2.98 1.85
H -1.34 1.99 -2.25
H -0.67 3.45 -2.23
O -1.48 2.96 -2.15
H -2.45 -0.64 3.52
H -1.92 -0.17 2.28
O -2.79 -0.15 2.75
H -0.79 -1.39 1.33
H -1.82 -2.66 1.51
O -1.04 -2.38 1.02
H 0.26 -2.26 -2.81
H -0.39 -3.07 -1.51
O -0.04 -2.24 -1.90
H 1.22 -1.75 -0.57
H 0.95 -0.85 0.58
O 1.73 -1.39 0.19
H -0.20 0.98 4.44
H 0.08 0.59 2.83
O 0.44 0.69 3.77
H 2.62 0.60 -0.07
H 2.51 2.17 0.02
O 2.60 1.42 -0.59
H 1.57 1.12 -3.06
H 1.65 -0.51 -2.80
O 1.28 0.24 -3.27

No. 8
16
Properties=species:S:1:pos:R:3 method="wB97M-V/def2-TZVPD" orbital_gap_ev=9.80 homo_energy_ev=-8.794 e_tot_ev=-10338.1296 lumo_energy_ha=0.037
C -1.10 0.35 0.03
C -0.02 0.60 -0.94
C 0.09 0.67 0.95
C 1.11 -0.46 0.66
C 1.02 -0.46 -0.75
H -1.47 -1.49 -0.27
H -2.64 -0.90 0.68
H -1.70 1.24 0.11
H -0.35 0.93 -1.94
H 0.01 2.53 0.00
H 0.16 0.93 1.99
H 1.86 -0.76 1.38
H 1.98 -0.63 -1.31
N -2.02 -0.63 -0.03
N 0.65 1.65 -0.04
O 0.63 -1.65 0.02